1.
Here is C23H35AlBF4INO25P2 as an isolated structure in a non-equilibrium geometry from OMol25. Energies are from ωB97M-V/def2-TZVPD.

Kohn-Sham gap = 6.683 eV
E_tot = -4480.82200 hartree

```
! wB97M-V def2-TZVPD RIJCOSX def2/J DEFGRID3
* xyz -1 1
C -0.12 7.49 -2.96
C -0.98 6.70 -2.01
O -2.18 6.54 -2.22
O -0.35 6.23 -0.91
C 0.12 4.86 -1.05
C -1.02 3.87 -1.03
C -0.55 2.43 -0.92
C -1.83 1.64 -0.34
N -1.86 1.64 1.10
O 0.44 2.23 0.04
Al 0.89 0.50 -0.11
C 2.83 0.19 0.30
P 3.34 -1.41 -0.21
O 4.35 -1.38 -1.30
O 2.04 -2.20 -0.68
O 3.96 -2.20 1.05
P -0.54 -1.05 0.98
O -0.71 -2.42 0.01
I 0.71 -1.81 2.97
O 0.51 0.54 -1.90
C 0.01 1.77 -2.21
C -0.75 1.88 -3.53
C -2.26 1.78 -3.48
O -2.66 0.50 -4.05
C -3.94 0.17 -3.85
O -4.39 -0.89 -4.23
O 1.23 2.60 -2.45
B 2.24 1.90 -3.05
O 3.48 1.92 -2.44
O 2.12 1.25 -4.28
H 0.22 8.38 -2.45
H -0.73 7.78 -3.80
H 0.72 6.90 -3.31
H 0.82 4.68 -0.25
H 0.69 4.77 -1.97
H -1.67 4.13 -0.21
H -1.59 3.97 -1.95
H -2.71 2.19 -0.71
H -1.90 0.63 -0.74
H -1.98 2.57 1.48
H -2.52 0.98 1.47
H 3.03 0.34 1.35
H 3.46 0.88 -0.25
H 2.14 -2.64 -1.54
H 4.70 -2.72 0.73
H -0.31 -2.20 -0.84
H -0.40 1.08 -4.17
H -0.46 2.81 -3.99
H -2.67 2.54 -4.14
H -2.71 1.93 -2.51
H -4.59 0.89 -3.34
H 3.84 1.03 -2.37
H 2.19 0.31 -4.15
C 1.76 -5.35 1.11
C 1.93 -5.74 2.55
O 1.80 -7.16 2.50
C 2.23 -7.55 1.27
O 2.50 -8.67 0.97
O 2.30 -6.50 0.43
F 0.94 -5.23 3.32
H 0.71 -5.22 0.84
H 2.30 -4.44 0.84
H 2.89 -5.48 2.98
C 2.03 1.65 6.78
C 2.84 0.43 6.44
O 2.82 0.43 5.03
C 2.69 1.73 4.63
O 2.90 2.12 3.54
O 2.30 2.51 5.68
F 2.26 -0.71 6.90
H 0.96 1.42 6.82
H 2.33 2.12 7.72
H 3.88 0.46 6.79
C -3.43 -3.68 4.57
C -3.95 -2.87 5.74
O -3.67 -1.55 5.35
C -3.68 -1.52 3.98
O -3.74 -0.54 3.33
O -3.64 -2.78 3.48
F -3.29 -3.15 6.90
H -2.37 -3.90 4.68
H -3.98 -4.61 4.42
H -5.03 -2.97 5.92
C -1.81 -1.67 -4.18
C -1.13 -2.26 -5.40
O 0.24 -2.06 -5.10
C 0.36 -2.06 -3.75
O 1.38 -2.16 -3.15
O -0.84 -1.92 -3.16
F -1.44 -1.59 -6.54
H -1.97 -0.59 -4.28
H -2.76 -2.14 -3.95
H -1.32 -3.32 -5.55
*
```

=====

2.
Here is C23H35CoN4O2Si as an isolated structure in a non-equilibrium geometry from OMol25. Energies are from ωB97M-V/def2-TZVPD.

Kohn-Sham gap (spin up / spin down) = 9.320 / 5.659 eV
E_tot = -2938.72336 hartree

```
! wB97M-V def2-TZVPD RIJCOSX def2/J DEFGRID3
* xyz 2 5
Co 0.16 -0.09 1.26
C 1.88 -0.45 0.19
Si 1.25 0.22 -1.47
C 0.10 1.70 -1.03
N -0.81 1.36 0.09
C -1.05 2.51 1.00
C -1.82 3.64 0.31
C -2.99 3.08 -0.53
C -3.32 1.65 -0.11
C -2.11 0.75 -0.36
C 0.34 -1.05 -2.48
C 0.57 -2.42 -2.29
C -0.05 -3.37 -3.09
C -0.90 -2.96 -4.11
C -1.15 -1.61 -4.31
C -0.53 -0.67 -3.51
C 2.80 0.85 -2.34
C 3.58 1.84 -1.74
C 4.74 2.28 -2.36
C 5.12 1.73 -3.58
C 4.35 0.74 -4.17
C 3.19 0.29 -3.55
H 2.68 0.15 0.64
H 2.20 -1.49 0.15
H -0.47 2.03 -1.91
H 0.74 2.54 -0.74
H -0.09 2.88 1.37
H -1.61 2.15 1.86
H -1.15 4.23 -0.32
H -2.19 4.31 1.09
H -2.72 3.09 -1.59
H -3.87 3.72 -0.43
H -4.16 1.27 -0.69
H -3.62 1.63 0.94
H -2.03 0.55 -1.43
H -2.26 -0.22 0.13
H 1.25 -2.75 -1.51
H 0.15 -4.42 -2.94
H -1.36 -3.70 -4.76
H -1.81 -1.29 -5.10
H -0.72 0.39 -3.69
H 3.29 2.28 -0.79
H 5.33 3.06 -1.90
H 6.03 2.06 -4.06
H 4.64 0.31 -5.13
H 2.60 -0.49 -4.02
C -1.61 -4.12 1.47
C -0.55 -3.07 1.60
N 0.67 -3.44 1.97
O -0.85 -1.87 1.37
H -1.23 -5.12 1.64
H -2.04 -4.06 0.47
H -2.41 -3.91 2.18
H 0.89 -4.41 2.14
H 1.39 -2.76 2.09
C -0.70 0.24 6.66
N -0.03 0.48 5.40
C -0.46 0.09 4.21
N -1.62 -0.58 4.12
O 0.23 0.37 3.17
H -0.16 0.75 7.45
H -0.73 -0.82 6.90
H -1.72 0.64 6.65
H 0.85 0.98 5.41
H -2.19 -0.77 4.93
H -1.93 -0.90 3.22
*
```

=====

3.
Here is C23H35MoN2O2P2 as an isolated structure in a non-equilibrium geometry from OMol25. Energies are from ωB97M-V/def2-TZVPD.

Kohn-Sham gap (spin up / spin down) = 6.407 / 7.576 eV
E_tot = -1908.06446 hartree

```
! wB97M-V def2-TZVPD RIJCOSX def2/J DEFGRID3
* xyz 1 3
C -0.78 0.85 -4.19
C -0.76 0.30 -2.91
N 0.07 0.79 -1.95
C 0.83 1.88 -2.22
C 0.85 2.46 -3.48
C 0.04 1.94 -4.49
C -1.65 -0.86 -2.54
P -2.05 -0.84 -0.73
Mo 0.07 -0.14 0.08
P 1.93 1.26 0.25
C 1.65 2.48 -1.09
O -0.65 -3.34 -3.03
O 0.30 -3.71 -0.70
H -1.47 0.42 -4.92
H 1.51 3.31 -3.65
H 0.05 2.36 -5.49
C -3.52 0.19 -0.53
C -2.61 -2.52 -0.36
H 2.62 2.83 -1.46
H 1.12 3.34 -0.64
H -1.15 -1.89 -2.81
H -2.60 -0.81 -3.08
C 2.29 2.19 1.75
C 3.52 0.53 -0.23
H 0.63 -2.76 -0.51
H 0.31 -4.17 0.16
H -0.23 -3.63 -2.14
H 0.07 -3.37 -3.68
H -0.60 1.27 0.57
H 0.96 -1.45 -0.48
H -4.36 -0.23 -1.11
H -3.78 0.21 0.53
H -3.31 1.22 -0.87
H -3.47 -2.78 -1.00
H -1.78 -3.23 -0.52
H -2.90 -2.55 0.69
H 4.30 1.30 -0.26
H 3.79 -0.25 0.50
H 3.43 0.06 -1.22
H 3.16 2.84 1.59
H 1.42 2.78 2.04
H 2.51 1.48 2.56
C -0.88 1.82 5.21
C -1.71 1.72 4.09
C -1.40 0.83 3.06
C -0.26 0.00 3.17
C 0.55 0.08 4.32
C 0.26 1.01 5.32
N 0.13 -0.84 2.11
C 0.67 -2.09 2.46
C 1.86 -2.55 1.85
C 2.40 -3.77 2.26
C 1.75 -4.55 3.23
C 0.54 -4.11 3.79
C 0.01 -2.88 3.42
H -1.11 2.53 6.00
H -2.60 2.34 4.01
H -2.03 0.73 2.17
H 1.42 -0.58 4.41
H 0.92 1.09 6.18
H 2.37 -1.92 1.12
H 3.34 -4.11 1.83
H 2.17 -5.50 3.54
H 0.02 -4.72 4.53
H -0.92 -2.50 3.86
*
```

=====

4.
Here is C23H35N3O5ReS as an isolated structure in a non-equilibrium geometry from OMol25. Energies are from ωB97M-V/def2-TZVPD.

Kohn-Sham gap (spin up / spin down) = 6.314 / 6.923 eV
E_tot = -1913.88249 hartree

```
! wB97M-V def2-TZVPD RIJCOSX def2/J DEFGRID3
* xyz 2 2
Re 0.77 -0.29 -0.44
C 0.14 2.79 -3.10
C -0.29 2.41 -1.71
C 0.65 2.35 -0.65
C 1.99 3.03 -0.79
C 0.23 1.93 0.65
C 1.14 2.21 1.82
C -1.11 1.53 0.84
C -1.63 1.11 2.19
C -2.03 1.63 -0.23
C -3.46 1.21 -0.02
C -1.64 2.16 -1.47
C -2.65 2.44 -2.54
H -0.01 3.85 -3.29
H -0.46 2.25 -3.84
H 1.19 2.57 -3.29
H 2.01 3.90 -0.12
H 2.16 3.41 -1.79
H 2.84 2.40 -0.51
H 2.19 2.19 1.55
H 1.00 1.51 2.64
H 0.92 3.21 2.20
H -2.50 1.70 2.46
H -0.90 1.22 2.98
H -1.94 0.06 2.18
H -3.89 0.81 -0.94
H -4.07 2.07 0.26
H -3.56 0.47 0.76
H -2.70 1.62 -3.27
H -2.39 3.34 -3.08
H -3.64 2.58 -2.13
N 2.26 0.05 -1.98
C 2.48 -1.16 -2.81
C 2.01 -2.40 -2.05
O 2.22 -3.50 -2.46
O 1.32 -2.14 -0.95
H 2.10 0.86 -2.57
H 3.11 0.24 -1.43
H 3.53 -1.30 -3.07
H 1.90 -1.10 -3.73
C 5.44 -0.35 2.63
N 4.01 -0.59 2.39
C 3.24 -1.21 3.32
C 1.91 -1.47 3.17
C 1.34 -1.03 1.96
O 0.14 -1.13 1.52
N 2.12 -0.40 1.05
C 3.46 -0.17 1.18
O 4.11 0.36 0.29
H 5.57 0.11 3.60
H 5.81 0.32 1.86
H 5.99 -1.28 2.59
H 3.76 -1.51 4.22
H 1.34 -1.99 3.92
O -0.78 -0.49 -1.84
S -1.95 -1.44 -2.19
C -2.48 -2.21 -0.63
C -2.72 -3.66 -1.00
C -1.48 -4.09 -1.77
C -1.26 -3.01 -2.84
H -3.36 -1.69 -0.25
H -1.65 -2.10 0.07
H -3.61 -3.75 -1.62
H -2.88 -4.27 -0.11
H -1.60 -5.06 -2.24
H -0.61 -4.14 -1.11
H -1.82 -3.21 -3.75
H -0.22 -2.86 -3.11
*
```

=====

5.
Here is C23H36BrIIrN4OS as an isolated structure in a non-equilibrium geometry from OMol25. Energies are from ωB97M-V/def2-TZVPD.

Kohn-Sham gap (spin up / spin down) = 3.793 / 3.592 eV
E_tot = -4565.86363 hartree

```
! wB97M-V def2-TZVPD RIJCOSX def2/J DEFGRID3
* xyz 2 2
Ir 1.46 -0.68 0.43
O 0.36 4.71 -3.00
C 0.71 3.63 -2.32
C 1.47 3.63 -1.15
C 1.73 2.43 -0.52
N 1.30 1.24 -0.97
C 0.61 1.25 -2.11
Br 0.09 -0.43 -2.81
C 0.28 2.39 -2.81
H 0.72 5.54 -2.64
H 1.86 4.55 -0.73
H 2.31 2.43 0.38
H -0.27 2.35 -3.73
C 5.06 -2.28 1.34
N 4.52 -3.15 2.33
C 5.39 -4.07 2.96
C 3.11 -3.23 2.49
C 2.48 -3.67 1.17
C 2.44 -5.04 0.96
C 1.95 -5.57 -0.21
C 1.53 -4.71 -1.22
C 1.57 -3.34 -1.01
C 2.02 -2.78 0.19
H 5.94 -1.76 1.73
H 4.30 -1.55 1.04
H 5.38 -2.84 0.45
H 6.34 -3.58 3.22
H 5.64 -4.91 2.30
H 4.94 -4.48 3.87
H 2.70 -2.25 2.77
H 2.87 -3.94 3.28
H 2.81 -5.71 1.73
H 1.91 -6.64 -0.35
H 1.19 -5.10 -2.16
H 1.25 -2.72 -1.82
C -4.61 -1.96 -1.76
C -4.74 -0.72 -2.64
C -4.52 0.61 -1.90
C -3.05 0.97 -1.69
N -2.38 0.05 -0.79
C -1.84 0.17 0.41
S -0.96 -1.23 0.97
N -1.91 1.20 1.24
C -2.85 2.31 1.25
C -2.22 3.63 0.81
C -1.19 4.17 1.81
C -0.95 5.66 1.60
H -5.09 -2.81 -2.26
H -5.11 -1.82 -0.81
H -3.58 -2.25 -1.58
H -5.76 -0.70 -3.04
H -4.06 -0.79 -3.49
H -5.05 0.59 -0.94
H -4.95 1.41 -2.50
H -2.95 1.99 -1.33
H -2.55 0.89 -2.66
H -2.30 -0.88 -1.18
H -1.34 1.12 2.07
H -3.21 2.43 2.27
H -3.70 2.06 0.62
H -3.02 4.36 0.72
H -1.75 3.53 -0.17
H -0.25 3.62 1.73
H -1.57 4.02 2.83
H -0.60 5.86 0.59
H -0.20 6.03 2.30
H -1.87 6.22 1.76
I 2.15 0.56 2.65
*
```

=====

6.
Here is C23H36FeGeN2O7S as an isolated structure in a non-equilibrium geometry from OMol25. Energies are from ωB97M-V/def2-TZVPD.

Kohn-Sham gap (spin up / spin down) = 5.748 / 6.101 eV
E_tot = -5273.12008 hartree

```
! wB97M-V def2-TZVPD RIJCOSX def2/J DEFGRID3
* xyz -2 5
Fe -0.85 1.33 -1.06
N 1.36 2.57 2.59
C 0.52 2.19 1.56
O 1.00 1.76 0.52
C -0.95 2.40 1.79
C -1.65 2.76 0.48
H 2.31 2.27 2.52
H 0.97 2.68 3.51
H -1.08 3.12 2.61
H -1.33 1.43 2.13
H -1.35 3.77 0.18
H -2.73 2.79 0.65
C 2.16 1.90 -5.38
Ge 0.34 2.02 -4.45
C -0.66 0.69 -5.53
C -0.20 3.86 -4.96
C 0.75 1.68 -2.58
H 2.08 2.12 -6.45
H 2.57 0.89 -5.28
H 2.87 2.60 -4.94
H -0.42 0.81 -6.59
H -1.73 0.83 -5.39
H -0.41 -0.33 -5.23
H -0.14 3.97 -6.05
H 0.47 4.60 -4.51
H -1.22 4.07 -4.65
H 1.10 2.62 -2.12
H 1.56 0.95 -2.54
C 0.12 -2.83 6.89
C 0.64 -2.26 5.59
C 1.07 -0.94 5.55
C 1.58 -0.42 4.37
C 1.69 -1.19 3.24
C 1.24 -2.52 3.25
N 1.44 -3.34 2.16
C 1.66 -2.89 0.83
C 2.77 -3.41 0.17
C 3.10 -3.02 -1.11
C 2.31 -2.07 -1.76
C 1.19 -1.58 -1.13
C 0.82 -1.99 0.16
C -0.53 -1.51 0.71
O -1.01 -2.11 1.68
O -1.08 -0.56 0.08
C 0.70 -3.05 4.43
C 0.15 -4.45 4.40
H 0.31 -2.12 7.70
H 0.62 -3.77 7.14
H -0.95 -3.02 6.85
H 0.99 -0.32 6.43
H 1.93 0.61 4.35
H 2.10 -0.78 2.32
H 1.00 -4.24 2.22
H 3.39 -4.13 0.70
H 3.96 -3.45 -1.60
H 2.57 -1.74 -2.75
H 0.56 -0.85 -1.62
H -0.52 -4.55 3.55
H -0.41 -4.69 5.30
H 0.95 -5.19 4.29
C -4.48 2.05 -1.54
S -3.64 2.37 -3.11
O -4.29 1.54 -4.11
O -3.79 3.80 -3.35
O -2.24 1.95 -2.85
H -5.53 1.88 -1.75
H -4.32 2.93 -0.92
H -4.01 1.18 -1.10
O -2.67 -0.86 -2.31
H -2.22 -0.85 -1.45
H -2.51 0.00 -2.72
*
```

=====

7.
Here is one molecule with the formula C23H36N2O4 from OMol25. Energies are from ωB97M-V/def2-TZVPD.

Kohn-Sham gap = 8.880 eV
Structure (SMILES) = CCCCCCCC(=O)N[C@H](CN1CCCC1)[C@H](O)c1ccc2c(c1)OCCO2
E_tot = -1308.49692 hartree

```
! wB97M-V def2-TZVPD RIJCOSX def2/J DEFGRID3
* xyz 0 1
C -5.19 -4.09 0.30
C -4.93 -2.73 0.92
C -4.57 -1.65 -0.10
C -3.29 -1.91 -0.89
C -2.04 -1.99 -0.01
C -0.76 -2.05 -0.85
C 0.49 -2.03 0.04
C 0.56 -0.80 0.93
O 0.59 -0.85 2.14
N 0.56 0.37 0.25
C 0.83 1.64 0.88
C -0.42 2.53 0.98
N -0.93 2.91 -0.33
C -1.61 4.20 -0.36
C -3.06 3.94 0.09
C -3.30 2.47 -0.30
C -1.94 1.99 -0.85
C 1.97 2.32 0.08
O 1.60 2.43 -1.27
C 3.21 1.49 0.22
C 4.01 1.61 1.36
C 5.10 0.78 1.54
C 5.41 -0.19 0.60
C 4.63 -0.29 -0.56
C 3.54 0.54 -0.73
O 4.92 -1.21 -1.54
C 6.21 -1.76 -1.43
C 6.49 -2.16 0.01
O 6.47 -1.02 0.84
H -5.54 -4.79 1.05
H -5.95 -4.02 -0.48
H -4.28 -4.50 -0.14
H -5.83 -2.40 1.45
H -4.13 -2.81 1.66
H -4.47 -0.70 0.42
H -5.40 -1.55 -0.81
H -3.38 -2.84 -1.46
H -3.16 -1.10 -1.62
H -2.08 -2.87 0.63
H -2.00 -1.11 0.64
H -0.76 -2.96 -1.45
H -0.74 -1.20 -1.54
H 1.39 -2.06 -0.58
H 0.50 -2.91 0.69
H 0.69 0.37 -0.75
H 1.17 1.42 1.90
H -0.14 3.43 1.53
H -1.18 2.00 1.58
H -1.61 4.55 -1.40
H -1.10 4.93 0.25
H -3.15 4.07 1.17
H -3.76 4.61 -0.40
H -4.08 2.36 -1.05
H -3.59 1.88 0.57
H -1.93 2.07 -1.94
H -1.71 0.97 -0.57
H 2.14 3.32 0.51
H 0.70 2.80 -1.28
H 3.78 2.36 2.10
H 5.72 0.86 2.42
H 2.96 0.45 -1.64
H 6.96 -1.02 -1.76
H 6.24 -2.62 -2.10
H 5.72 -2.88 0.34
H 7.48 -2.61 0.12
*
```